[1]
# C3H6ClFN2O

The molecule C3H6ClFN2O (wB97M-V/def2-TZVPD, OMol25).

Atoms and positions in Å:
N 0.82 1.70 0.20
N 0.72 0.29 0.16
C 1.53 -0.38 -0.71
O 1.36 -1.49 -1.14
C -0.28 -0.44 0.74
C -1.40 -0.71 -0.26
F -2.28 -1.57 0.35
Cl -2.19 0.83 -0.90
H -0.05 2.22 -0.07
H 0.94 1.90 1.16
H 2.41 0.16 -1.06
H 0.12 -1.41 1.01
H -0.61 0.08 1.70
H -1.08 -1.19 -1.19

## Properties
**Energy relative to the best compared isomer or geometry (same formula, charge and spin)**: 40.2 kJ/mol
**SMILES**: NN(C=O)C[C@@H](F)Cl
**Charge**: 0
**Highest occupied orbital energy**: -10.054 eV
**Frontier orbital gap**: 10.75 eV
**Strongest force on any atom**: 3.189 eV/Å

[2]
# C2H2N2O3

The molecule C2H2N2O3 (wB97M-V/def2-TZVPD, OMol25).

Atoms and positions in Å:
O 2.55 0.68 0.27
C 1.47 0.36 0.00
N 0.29 1.09 -0.01
C -0.64 0.21 -0.09
O -1.97 0.36 -0.17
N -0.16 -1.13 -0.29
O 1.18 -0.96 -0.18
H -2.17 1.28 0.24
H -0.56 -1.90 0.22

## Properties
**Energy relative to the best compared isomer or geometry (same formula, charge and spin)**: 116.3 kJ/mol
**SMILES**: O=c1nc(O)[nH]o1
**Charge**: 0
**Highest occupied orbital energy**: -10.112 eV
**Frontier orbital gap**: 10.32 eV
**Strongest force on any atom**: 4.008 eV/Å

[3]
# C14H15N3O4S2

The molecule C14H15N3O4S2 (wB97M-V/def2-TZVPD, OMol25).

Atoms and positions in Å:
N -3.29 -1.77 0.66
C -2.12 -2.43 0.49
O -1.81 -3.41 1.13
N -1.35 -1.90 -0.55
C -0.03 -2.09 -0.86
O 0.47 -1.48 -1.78
C 0.77 -3.07 -0.02
O 2.06 -2.52 0.21
C 2.05 -1.29 0.73
O 1.04 -0.72 1.03
C 3.45 -0.73 0.86
C 3.95 -0.20 -0.48
C 3.00 0.79 -1.14
S 2.51 2.12 0.03
C 0.79 1.94 -0.03
N 0.15 1.46 -1.03
C -1.18 1.44 -0.80
C -2.14 0.97 -1.70
C -3.48 1.00 -1.32
C -3.86 1.50 -0.08
C -2.92 1.98 0.82
C -1.59 1.95 0.45
S -0.19 2.47 1.35
H -3.46 -0.85 0.27
H -3.86 -2.06 1.44
H -1.77 -1.14 -1.09
H 0.27 -3.28 0.93
H 0.93 -4.00 -0.57
H 4.11 -1.52 1.21
H 3.42 0.07 1.60
H 4.08 -1.04 -1.18
H 4.93 0.27 -0.32
H 2.07 0.32 -1.46
H 3.48 1.28 -1.99
H -1.83 0.61 -2.66
H -4.23 0.65 -2.01
H -4.91 1.52 0.19
H -3.22 2.37 1.78

## Properties
**SMILES**: NC(=O)NC(=O)COC(=O)CCCSc1nc2ccccc2s1
**Charge**: 0
**Highest occupied orbital energy**: -8.408 eV
**Frontier orbital gap**: 8.94 eV
**Strongest force on any atom**: 0.982 eV/Å